No. 1
Molecular formula: C43H32BiCl4N4O6Sb2
Method: DFT, ωB97M-V/def2-TZVPD

The value obtained for the total energy is -4864.096925 Ha. Its spin multiplicity is 1. As for the charge: -1. The value obtained for the HOMO energy is -5.940 eV. For the relative energy (zero: lowest compared OMol25 entry of this formula, charge and spin), the calculation gives 33.9 kcal/mol. As for the largest force on an atom: 0.0296 Eh/bohr.

Last column: Mulliken charge in e.
Geometry (Å):
Bi  0.0937  -0.0986  -0.2705  1.599
Cl  1.4576  6.8493  1.2003  -0.274
C  1.6401  5.1160  1.0198  0.386
C  1.5419  4.2993  2.1400  -0.837
C  1.6502  2.9341  1.9995  1.159
Cl  1.5280  1.9362  3.4154  -0.194
C  1.8395  2.3193  0.7436  -1.195
O  1.8474  1.0194  0.6171  -0.367
C  2.0360  3.1838  -0.3492  1.582
C  2.5028  2.7121  -1.6738  -0.604
O  2.9207  1.6119  -1.9527  -0.482
C  1.9062  4.5663  -0.2091  -1.129
H  1.3635  4.7295  3.1162  0.436
H  2.5229  3.5159  -2.4393  0.222
H  2.0266  5.2034  -1.0784  0.369
Cl  -6.8771  2.3512  1.2072  -0.260
C  -5.1732  2.0848  0.9255  0.189
C  -4.2435  2.9914  1.4416  -0.788
C  -2.9052  2.7721  1.2615  0.259
Cl  -1.7578  3.9150  1.8864  -0.162
C  -2.4027  1.6256  0.5860  -0.524
O  -1.1150  1.4698  0.5731  -0.097
C  -3.3720  0.7755  -0.0004  1.845
C  -3.0899  -0.3335  -0.8935  -0.648
O  -2.0122  -0.7100  -1.3390  -0.612
C  -4.7438  1.0112  0.2055  -1.213
H  -4.5739  3.8648  1.9871  0.472
H  -3.9887  -0.8616  -1.2455  0.228
H  -5.4645  0.3297  -0.2304  0.367
C  3.3096  -1.4432  -1.2126  -1.095
C  3.5212  -2.7889  -0.4811  0.780
C  3.7491  -2.6721  1.0440  -1.988
Sb  2.0211  -1.9908  2.1591  1.231
C  2.6046  -2.7317  4.0997  0.267
C  3.0310  -4.0431  4.3154  -0.087
C  3.1794  -4.5347  5.6037  -0.786
C  2.8945  -3.7261  6.7005  -0.375
C  2.4763  -2.4203  6.5008  -0.648
C  2.3333  -1.9269  5.2062  -0.383
C  1.0098  -3.9250  1.9929  0.875
C  -0.0696  -4.1155  2.8613  -1.106
C  -0.6748  -5.3561  2.9986  -0.777
C  -0.2115  -6.4427  2.2654  -0.626
C  0.8541  -6.2707  1.3944  -0.630
C  1.4568  -5.0217  1.2605  0.127
Sb  1.7624  -1.3448  -2.7559  0.846
C  2.9768  -2.5694  -4.0686  -0.051
C  3.6490  -1.9404  -5.1205  -0.641
C  4.5149  -2.6503  -5.9471  -0.483
C  4.7132  -4.0062  -5.7377  -0.445
C  4.0441  -4.6470  -4.7009  -0.745
C  3.1883  -3.9347  -3.8697  0.177
C  0.4674  -3.0359  -2.3378  -0.057
C  -0.0907  -3.3580  -1.1078  1.509
C  -1.0753  -4.3330  -0.9779  -1.202
C  -1.5065  -5.0225  -2.0967  -0.846
C  -0.9505  -4.7288  -3.3407  -0.741
C  0.0085  -3.7363  -3.4612  -0.684
H  4.1916  -1.1426  -1.7788  0.739
H  3.1071  -0.6341  -0.5018  0.317
H  4.3847  -3.2952  -0.9198  0.496
H  2.6642  -3.4385  -0.6659  -0.554
H  4.5622  -1.9745  1.2606  0.569
H  4.0272  -3.6441  1.4593  0.722
H  3.2311  -4.6987  3.4747  0.264
H  3.5011  -5.5584  5.7527  0.365
H  2.9892  -4.1195  7.7051  0.366
H  2.2487  -1.7855  7.3478  0.394
H  1.9930  -0.9068  5.0624  0.330
H  -0.4410  -3.2837  3.4517  0.402
H  -1.5038  -5.4765  3.6851  0.403
H  -0.6698  -7.4171  2.3827  0.360
H  1.2311  -7.1109  0.8234  0.401
H  2.2924  -4.9325  0.5790  0.074
H  3.4943  -0.8813  -5.2995  0.324
H  5.0327  -2.1433  -6.7525  0.401
H  5.3908  -4.5628  -6.3735  0.360
H  4.1893  -5.7082  -4.5374  0.392
H  2.6786  -4.4529  -3.0666  0.335
H  0.2279  -2.8722  -0.1910  0.021
H  -1.4933  -4.5309  0.0027  0.509
H  -2.2686  -5.7866  -2.0078  0.391
H  -1.2652  -5.2799  -4.2189  0.388
H  0.4119  -3.5142  -4.4426  0.513
O  -0.6852  -0.1970  2.8053  -0.276
N  -1.5125  -1.0054  2.4355  -0.074
O  -1.4211  -1.3594  1.2013  -0.235
N  -4.1390  3.3373  -3.2885  -0.636
C  -3.0582  3.2570  -2.8797  0.559
N  -1.8232  3.2672  -2.4173  -0.729
C  -1.0526  2.2909  -2.1992  0.753
N  -0.2559  1.4552  -1.9848  -0.791

Atoms 1-3, force components in eV/Å:
Bi -0.795 0.872 0.961
Cl 0.022 -0.213 -0.023
C 0.032 0.109 0.109

No. 2
Molecular formula: C43H33AsCl4O12PdS
Method: DFT, ωB97M-V/def2-TZVPD

As for the expectation value of S²: 6.035. The value obtained for the total energy is -7163.908327 Ha. Its spin multiplicity is 5. As for the charge: -2. The value obtained for the HOMO energy (alpha / beta) is -2.996 / -3.299 eV. For the relative energy (zero: lowest compared OMol25 entry of this formula, charge and spin), the calculation gives 1.2 kcal/mol. As for the largest force on an atom: 0.0097 Eh/bohr.

Last column: Löwdin spin population.
Geometry (Å):
Pd  1.0670  1.2767  1.0568  1.677
O  5.2995  0.3657  -0.9215  0.006
As  3.6055  0.9656  -1.0171  0.004
O  2.8237  0.0641  -2.1377  -0.001
O  3.2108  0.9803  0.6097  0.107
C  4.0570  2.7558  -1.6504  0.001
C  5.2186  2.9118  -2.3975  0.000
C  5.5892  4.1617  -2.8764  0.001
C  4.8031  5.2696  -2.6064  0.000
C  3.6419  5.1259  -1.8602  0.001
C  3.2766  3.8770  -1.3861  0.001
S  1.7670  3.7178  -0.4456  0.007
O  1.2660  2.4026  -0.9320  0.062
O  0.9454  4.8442  -0.8009  0.008
O  2.1378  3.6102  0.9583  0.033
H  5.3381  -0.1212  -0.0892  0.000
H  5.8365  2.0458  -2.5946  0.000
H  6.4941  4.2681  -3.4628  0.000
H  5.0887  6.2446  -2.9820  0.000
H  2.9964  5.9677  -1.6516  0.000
Cl  -3.0963  4.0941  6.0481  0.013
C  -1.9129  3.1629  5.1973  0.063
C  -1.2154  2.1341  5.8885  0.098
Cl  -1.5897  1.8316  7.5488  0.026
C  -0.2561  1.3928  5.2492  0.049
Cl  0.6172  0.1487  6.0621  0.005
C  0.0655  1.6064  3.8716  0.116
O  0.9569  0.9493  3.2837  0.265
C  -0.6781  2.6501  3.1406  0.093
O  -0.4407  2.8469  1.9342  0.293
C  -1.6488  3.4175  3.8800  0.073
Cl  -2.4554  4.6666  3.0189  0.015
C  0.3540  -2.2433  -3.9291  0.000
C  -0.7885  -2.1623  -2.9179  0.000
C  -2.0368  -2.8696  -3.4111  0.000
O  -0.4188  -2.7237  -1.6802  0.000
C  0.3122  -1.6808  -1.0378  0.005
C  -0.4595  -0.3999  -1.4058  0.003
O  -1.0760  -0.7936  -2.6492  0.000
C  -1.4561  0.2632  -0.4197  0.016
O  -0.8417  0.3568  0.8221  0.258
C  -1.8626  1.6574  -0.9450  0.000
C  -2.6316  2.4510  -0.0993  0.000
C  -3.0614  3.7053  -0.4896  0.000
C  -2.7235  4.1972  -1.7431  0.000
C  -1.9561  3.4187  -2.5914  0.000
C  -1.5318  2.1558  -2.1980  0.000
C  -2.7930  -0.4746  -0.2456  0.013
C  -3.7194  -0.5433  -1.2869  0.002
C  -4.9660  -1.1155  -1.0943  0.001
C  -5.3251  -1.6077  0.1552  0.000
C  -4.4243  -1.5105  1.2020  0.000
C  -3.1697  -0.9468  1.0031  0.002
C  0.7332  -2.0254  0.4027  0.034
O  1.4951  -0.9632  0.8579  0.582
C  1.8259  -3.1321  0.3037  0.037
C  1.7437  -4.3518  0.9620  0.012
C  2.7677  -5.2864  0.8552  0.002
C  3.8951  -5.0092  0.1020  0.008
C  3.9938  -3.7826  -0.5420  0.000
C  2.9742  -2.8523  -0.4404  0.009
C  -0.3543  -2.4705  1.3700  0.000
C  -1.3090  -3.4219  1.0260  0.000
C  -2.2143  -3.8859  1.9701  0.000
C  -2.1799  -3.4055  3.2702  0.000
C  -1.2250  -2.4591  3.6192  0.000
C  -0.3155  -2.0022  2.6784  0.000
H  0.6650  -3.2812  -4.0575  0.000
H  1.2045  -1.6488  -3.5976  0.000
H  0.0184  -1.8482  -4.8885  0.000
H  -1.7924  -3.8906  -3.7076  0.000
H  -2.4433  -2.3399  -4.2729  0.000
H  -2.7807  -2.8891  -2.6194  0.000
H  1.2638  -1.5566  -1.5590  0.000
H  0.2949  0.3621  -1.6201  0.000
H  -2.8785  2.0743  0.8856  0.000
H  -3.6431  4.3101  0.1945  0.000
H  -3.0390  5.1890  -2.0448  0.000
H  -1.6611  3.7991  -3.5618  0.000
H  -0.9238  1.5766  -2.8785  0.000
H  -3.4609  -0.1253  -2.2482  0.000
H  -5.6672  -1.1635  -1.9199  0.000
H  -6.3044  -2.0469  0.3111  0.000
H  -4.6896  -1.8785  2.1862  0.000
H  -2.4634  -0.8681  1.8171  0.001
H  0.8810  -4.5862  1.5682  0.000
H  2.6772  -6.2337  1.3735  0.000
H  4.6944  -5.7367  0.0240  0.000
H  4.8727  -3.5389  -1.1257  0.000
H  3.0736  -1.8957  -0.9409  0.000
H  -1.3479  -3.7973  0.0134  0.000
H  -2.9617  -4.6139  1.6781  0.000
H  -2.8936  -3.7596  4.0047  0.000
H  -1.1852  -2.0690  4.6289  0.000
H  0.4263  -1.2641  2.9476  -0.001

Atoms 1-3, force components in eV/Å:
Pd 0.161 0.409 -0.230
O -0.066 -0.089 -0.047
As 0.246 0.096 0.066

No. 3
Molecular formula: C43H33BaBrN4O2PSe2Te2
Method: DFT, ωB97M-V/def2-TZVPD

The value obtained for the total energy is -10307.852420 Ha. Its spin multiplicity is 1. As for the charge: -1. The value obtained for the HOMO energy is -3.411 eV. For the relative energy (zero: lowest compared OMol25 entry of this formula, charge and spin), the calculation gives 9.5 kcal/mol. As for the largest force on an atom: 0.0120 Eh/bohr.

Last column: Mulliken charge in e.
Geometry (Å):
Ba  -0.2849  0.0802  0.1134  1.109
Br  6.8727  -2.6999  2.4057  -0.231
C  5.3680  -2.2899  1.3191  0.012
C  5.5319  -1.5123  0.1891  -0.827
C  4.4321  -1.2067  -0.6017  0.108
C  3.1753  -1.6905  -0.2437  -0.728
C  3.0275  -2.4666  0.8994  0.032
C  4.1233  -2.7745  1.6861  -0.604
N  2.0103  -1.3816  -0.9980  0.826
C  2.1220  -1.4168  -2.2634  -0.501
C  0.9918  -1.1166  -3.1613  0.007
C  1.1095  -1.3790  -4.5163  -0.859
C  0.0263  -1.1148  -5.3408  -0.548
C  -1.1296  -0.6080  -4.7785  -1.136
C  -1.1596  -0.3712  -3.4091  -0.476
N  -0.1214  -0.6058  -2.6138  1.113
H  6.5060  -1.1185  -0.0647  0.435
H  4.5275  -0.5429  -1.4552  0.391
H  2.0455  -2.8320  1.1579  0.206
H  4.0135  -3.3799  2.5758  0.467
H  3.0549  -1.7049  -2.7526  0.476
H  2.0380  -1.7666  -4.9135  0.490
H  0.0889  -1.2987  -6.4058  0.418
H  -2.0000  -0.3849  -5.3798  0.541
H  -2.0441  0.0188  -2.9227  0.409
C  -5.0117  6.0450  1.6398  -0.427
C  -4.8053  5.8514  0.2806  -0.707
C  -4.0644  4.7657  -0.1621  0.013
C  -3.5222  3.8606  0.7479  0.061
C  -3.7203  4.0741  2.1094  -0.421
C  -4.4669  5.1557  2.5537  -0.645
P  -2.5676  2.3855  0.2474  0.173
C  -1.8718  2.8881  -1.3714  0.712
C  -0.6507  3.5649  -1.3454  -0.037
C  -0.0224  3.9314  -2.5281  -0.406
C  -0.6184  3.6385  -3.7460  -0.617
C  -1.8410  2.9811  -3.7809  -0.494
C  -2.4621  2.5981  -2.6010  -0.604
C  -3.7911  1.1406  -0.2776  0.291
C  -5.1552  1.3663  -0.4238  -0.256
C  -5.9773  0.3345  -0.8649  -0.689
C  -5.4150  -0.8977  -1.1606  -0.878
C  -4.0423  -1.0915  -1.0023  -0.565
C  -3.1600  -0.1021  -0.5464  0.068
H  -5.5842  6.8966  1.9863  0.366
H  -5.2165  6.5510  -0.4367  0.388
H  -3.8942  4.6235  -1.2227  0.317
H  -3.2646  3.3978  2.8227  0.390
H  -4.6063  5.3140  3.6157  0.377
H  -0.1887  3.7947  -0.3890  -0.170
H  0.9461  4.4105  -2.4873  0.424
H  -0.1152  3.9020  -4.6677  0.358
H  -2.3069  2.7508  -4.7325  0.429
H  -3.4057  2.0647  -2.6279  0.434
H  -5.5814  2.3384  -0.1972  0.357
H  -7.0435  0.4936  -0.9779  0.383
H  -6.0495  -1.7089  -1.5045  0.376
H  -3.6524  -2.0849  -1.2367  0.225
Se  3.0221  1.7238  -2.6254  -0.677
Te  2.8326  1.7901  -0.1085  0.353
Te  2.3330  4.2954  0.8719  -0.419
Se  0.3476  3.5939  2.2487  -0.607
O  -3.7687  -5.9243  -2.7943  -0.522
C  -3.5902  -6.2074  -1.4828  0.460
O  -4.0737  -7.1986  -1.0143  -0.567
C  -2.7393  -5.2550  -0.7080  0.742
C  -2.9593  -5.1518  0.6576  -1.031
C  -2.2152  -4.2627  1.4166  -0.501
C  -1.2257  -3.4980  0.8078  -0.363
C  -0.9929  -3.5973  -0.5621  0.199
C  -1.7509  -4.4773  -1.3082  -1.074
N  -0.4841  -2.5317  1.5228  0.623
C  -0.0493  -2.7416  2.6951  -0.912
C  0.7158  -1.6974  3.4166  0.618
C  1.3465  -1.9968  4.6119  -0.843
C  2.0949  -1.0007  5.2289  -0.377
C  2.1630  0.2444  4.6367  -0.987
C  1.4856  0.4634  3.4360  0.000
N  0.7838  -0.4931  2.8354  0.494
H  -3.4466  -5.0343  -2.9869  0.357
H  -3.7342  -5.7559  1.1095  0.431
H  -2.4331  -4.1288  2.4677  0.517
H  -0.2299  -2.9877  -1.0274  0.447
H  -1.5488  -4.5646  -2.3705  0.494
H  -0.1702  -3.7124  3.1891  0.434
H  1.2604  -2.9854  5.0444  0.435
H  2.6115  -1.2026  6.1584  0.427
H  2.7210  1.0583  5.0774  0.470
H  1.4877  1.4509  2.9753  0.024

Atoms 1-3, force components in eV/Å:
Ba -0.012 0.478 0.389
Br -0.006 0.011 -0.015
C 0.001 -0.046 0.052